A 5-piece molecular cluster, C22H46NO15PS overall at a distorted geometry, computed with wB97M-V/def2-TZVPD.

Properties
**SMILES**: CC(C)=NPCCCS(=O)(=O)O.CCOC(=O)OC.CCOC(=O)OC.CCOC(=O)OC.CCOC(=O)OC
**DFT total energy**: -2788.788986 a.u.

Geometry (Å):
1 C -1.88 0.51 4.13
2 C -1.95 -0.45 2.97
3 C -2.02 0.17 1.60
4 N -1.87 -1.73 3.05
5 P -2.29 -2.64 4.47
6 C -4.06 -2.18 4.73
7 C -4.89 -2.58 3.48
8 C -5.54 -1.49 2.62
9 S -6.34 -0.14 3.44
10 O -7.43 0.33 2.63
11 O -5.35 0.82 3.86
12 O -6.95 -0.89 4.71
13 H -1.54 1.49 3.79
14 H -1.17 0.16 4.88
15 H -2.84 0.65 4.61
16 H -2.93 0.77 1.50
17 H -1.98 -0.61 0.84
18 H -1.17 0.84 1.42
19 H -1.68 -1.90 5.52
20 H -4.20 -1.15 5.04
21 H -4.38 -2.81 5.56
22 H -4.21 -3.10 2.79
23 H -5.64 -3.32 3.75
24 H -4.83 -1.01 1.94
25 H -6.33 -1.93 2.01
26 H -7.66 -0.32 5.03
27 C -0.86 2.37 -4.36
28 C -0.87 2.68 -2.88
29 O -0.08 1.75 -2.12
30 C 1.24 1.92 -2.20
31 O 1.81 2.77 -2.82
32 O 1.82 0.97 -1.47
33 C 3.25 0.98 -1.51
34 H -1.18 1.34 -4.53
35 H -1.53 3.04 -4.89
36 H 0.14 2.49 -4.78
37 H -1.87 2.58 -2.48
38 H -0.53 3.69 -2.68
39 H 3.65 1.95 -1.25
40 H 3.60 0.70 -2.51
41 H 3.58 0.23 -0.79
42 C 7.71 -4.01 -2.70
43 C 7.10 -4.21 -1.33
44 O 6.06 -3.25 -1.05
45 C 4.90 -3.48 -1.65
46 O 4.64 -4.42 -2.37
47 O 4.06 -2.50 -1.34
48 C 2.78 -2.57 -1.97
49 H 8.07 -2.99 -2.81
50 H 8.55 -4.69 -2.84
51 H 6.98 -4.19 -3.49
52 H 7.84 -4.04 -0.55
53 H 6.71 -5.22 -1.21
54 H 2.31 -3.53 -1.80
55 H 2.89 -2.41 -3.05
56 H 2.18 -1.78 -1.54
57 C -5.78 4.14 6.65
58 C -5.22 4.13 5.24
59 O -4.35 5.26 5.01
60 C -3.14 5.16 5.54
61 O -2.70 4.23 6.15
62 O -2.47 6.28 5.26
63 C -1.16 6.34 5.82
64 H -6.28 5.08 6.86
65 H -6.49 3.32 6.77
66 H -4.99 4.01 7.39
67 H -6.02 4.24 4.52
68 H -4.69 3.21 5.02
69 H -0.58 5.47 5.53
70 H -1.22 6.41 6.90
71 H -0.71 7.24 5.41
72 C 4.49 0.40 -7.62
73 C 4.24 -0.74 -8.59
74 O 4.74 -1.99 -8.09
75 C 4.00 -2.57 -7.15
76 O 2.96 -2.15 -6.71
77 O 4.61 -3.69 -6.77
78 C 3.94 -4.39 -5.71
79 H 5.55 0.46 -7.38
80 H 4.17 1.34 -8.07
81 H 3.93 0.25 -6.70
82 H 4.78 -0.58 -9.52
83 H 3.18 -0.84 -8.82
84 H 2.90 -4.59 -5.96
85 H 3.99 -3.81 -4.78
86 H 4.48 -5.32 -5.57